{
  "formula": "C5H11ClNO",
  "method": "the ωB97M-V functional and the def2-TZVPD basis",
  "e_homo_ev": -15.89,
  "total_charge": 1,
  "smiles": "CC[N+](C)(C)C(=O)Cl",
  "energy_ev": -21414.5193,
  "gap_ev": 12.15,
  "species": ["C", "C", "N", "C", "C", "C", "O", "Cl", "H", "H", "H", "H", "H", "H", "H", "H", "H", "H", "H"],
  "coordinates": [[-0.5266, 1.9324, 0.9011], [-0.2873, 1.0676, -0.3876], [0.0885, -0.3546, -0.1965], [0.2154, -1.1744, -1.4284], [-0.7664, -1.2891, 0.6502], [1.4456, -0.3540, 0.4438], [1.6671, -0.8660, 1.4543], [2.6300, 0.4884, -0.5509], [-1.0552, 1.3873, 1.6542], [0.4971, 2.0218, 1.4881], [-0.8517, 2.9354, 0.5094], [0.3573, 1.6615, -1.0523], [-1.2629, 0.9693, -1.0717], [-0.8271, -1.1196, -1.8241], [1.0007, -0.6582, -2.1687], [0.6051, -2.2586, -1.3066], [-1.5916, -1.5656, 0.1546], [-0.2474, -2.1614, 1.1385], [-1.0904, -0.6622, 1.5926]],
  "atomic_forces_ev_per_a": [[3.254, -0.585, -0.427], [-4.100, 1.336, -1.563], [2.189, -2.451, 1.205], [1.401, 0.474, -3.593], [1.563, 2.873, 5.677], [0.886, 1.015, -1.375], [0.352, -0.566, 1.320], [-0.202, -0.321, 0.576], [-1.395, 0.343, 0.103], [-1.633, 0.339, -1.516], [-0.015, -1.110, 1.036], [0.408, -1.079, 0.259], [1.657, 0.376, 1.768], [1.084, -0.472, -0.273], [-2.100, -1.040, 1.538], [-0.917, 1.940, 0.478], [-2.865, -0.870, -2.062], [0.006, 1.054, -1.282], [0.428, -1.255, -1.868]],
  "nbo_charge": [-0.63, -0.25, -0.32, -0.45, -0.42, 0.67, -0.42, 0.05, 0.23, 0.23, 0.27, 0.27, 0.24, 0.24, 0.26, 0.28, 0.22, 0.28, 0.24]
}


{
  "formula": "CH2N2O",
  "method": "the ωB97M-V functional and the def2-TZVPD basis",
  "e_homo_ev": -10.31,
  "total_charge": 0,
  "smiles": "O=C1NN1",
  "energy_ev": -6092.0342,
  "gap_ev": 10.69,
  "species": ["O", "C", "N", "N", "H", "H"],
  "coordinates": [[-2.0650, 0.0003, 0.3512], [-0.6334, 0.0914, 0.0004], [0.3790, -0.7916, -0.2641], [0.4512, 0.7209, -0.5145], [0.8617, -1.2972, 0.3663], [1.0065, 1.2763, 0.0607]],
  "atomic_forces_ev_per_a": [[9.819, 1.267, -2.128], [-8.634, -2.695, 1.967], [-3.331, 2.348, -3.340], [-1.078, -0.639, -1.449], [2.167, -1.408, 3.260], [1.058, 1.126, 1.689]],
  "nbo_charge": [-0.59, 0.75, -0.47, -0.45, 0.38, 0.38]
}


{
  "formula": "C24H33B3BrN5O6",
  "method": "the ωB97M-V functional and the def2-TZVPD basis",
  "e_homo_ev": -8.20,
  "total_charge": 0,
  "energy_ev": -117238.4935,
  "gap_ev": 8.38,
  "species": ["C", "C", "C", "Br", "B", "O", "B", "C", "C", "O", "C", "C", "O", "O", "B", "N", "C", "O", "O", "H", "H", "H", "H", "H", "H", "H", "H", "H", "H", "H", "H", "H", "N", "C", "C", "C", "C", "H", "H", "H", "H", "H", "N", "C", "C", "C", "C", "H", "H", "H", "H", "H", "N", "C", "C", "C", "C", "H", "H", "H", "H", "H", "N", "C", "C", "C", "C", "H", "H", "H", "H", "H"],
  "coordinates": [[4.3993, -0.6434, -0.2910], [4.1478, -1.2261, -1.6801], [2.7245, -1.7530, -1.8779], [2.2539, -3.1673, -0.6087], [1.6205, -0.6413, -1.7526], [0.7331, -0.4798, -2.8102], [-0.4031, 0.1890, -2.4255], [-1.8527, -0.3587, -2.6770], [-2.1209, -1.6058, -1.8250], [-1.2362, -1.6848, -0.7051], [-1.6087, -1.0202, 0.4096], [-2.9802, -0.4331, 0.5836], [-0.8179, -0.9392, 1.3030], [-0.2691, 1.4286, -1.7882], [0.8460, 1.3813, -0.9925], [1.4189, 2.6560, -0.4985], [1.0049, 2.8806, 0.6290], [0.5403, 3.1649, 1.6684], [1.4793, 0.2074, -0.6684], [5.4466, -0.7383, -0.0353], [4.1800, 0.4222, -0.3042], [3.7853, -1.0971, 0.4754], [4.8090, -2.0828, -1.7903], [4.4362, -0.5318, -2.4639], [2.6753, -2.1864, -2.8661], [-1.9554, -0.6611, -3.7178], [-2.6086, 0.4062, -2.5361], [-3.1732, -1.7053, -1.5899], [-1.8825, -2.4550, -2.4508], [-3.1532, -0.1875, 1.6175], [-3.7613, -1.1366, 0.3091], [-3.1359, 0.4655, -0.0041], [-6.7668, 0.4564, 1.0756], [-6.9950, 0.0025, -0.1962], [-7.4225, 1.0615, -0.9505], [-7.4490, 2.2016, -0.1026], [-7.0377, 1.7969, 1.1382], [-6.4502, -0.1062, 1.8426], [-6.8350, -1.0315, -0.4513], [-7.6865, 1.0247, -1.9939], [-7.7370, 3.2032, -0.3739], [-6.9154, 2.3439, 2.0572], [3.7654, 1.6140, 2.7407], [5.0882, 1.8551, 2.4880], [5.6584, 2.3320, 3.6370], [4.6379, 2.3765, 4.6258], [3.4838, 1.9253, 4.0426], [3.1045, 1.2610, 2.0727], [5.5054, 1.6669, 1.5134], [6.6903, 2.6157, 3.7572], [4.7408, 2.7013, 5.6474], [2.4911, 1.7996, 4.4391], [4.5584, 2.7543, -2.2999], [5.8131, 2.5461, -1.7975], [6.6365, 2.2222, -2.8431], [5.8468, 2.2405, -4.0244], [4.5705, 2.5745, -3.6561], [3.7500, 3.0019, -1.7550], [6.0106, 2.6451, -0.7436], [7.6875, 1.9985, -2.7703], [6.1784, 2.0334, -5.0280], [3.6738, 2.6984, -4.2392], [-3.9285, -3.2816, 2.7550], [-5.1986, -3.7023, 3.0453], [-5.4165, -4.8736, 2.3708], [-4.2294, -5.1732, 1.6488], [-3.3298, -4.1738, 1.9081], [-3.5009, -2.4462, 3.1094], [-5.8342, -3.1341, 3.7031], [-6.3242, -5.4527, 2.3930], [-4.0565, -6.0254, 1.0135], [-2.3200, -4.0201, 1.5651]],
  "atomic_forces_ev_per_a": [[0.094, 0.729, -0.469], [0.134, -1.012, 0.978], [0.217, 0.943, -0.180], [0.054, 0.043, -0.134], [-0.012, -0.704, -0.254], [-0.116, -0.253, 0.618], [-1.131, 0.648, -0.739], [-0.107, -0.071, -0.257], [0.268, -0.099, -1.329], [-0.869, 0.367, 0.028], [0.127, 0.049, 0.869], [-0.673, -0.317, -0.608], [0.650, -0.003, 0.408], [0.716, -1.021, 0.232], [0.357, 1.076, 0.124], [-0.459, -0.761, 0.781], [-0.781, 1.089, 0.945], [0.887, -0.402, -1.087], [0.328, 0.154, -0.559], [0.201, -0.077, 0.185], [-0.086, 0.167, 0.133], [-0.017, -0.248, 0.146], [0.126, -0.164, -0.175], [-0.220, 0.262, -0.187], [-0.242, -0.319, -0.135], [0.074, -0.041, -0.203], [-0.016, 0.246, 0.286], [-0.057, 0.044, 0.470], [0.223, -0.388, 0.178], [0.363, 0.138, 0.345], [-0.093, -0.116, -0.178], [0.076, 0.135, -0.226], [0.037, 0.078, -0.107], [0.048, -0.103, 0.058], [0.038, 0.000, -0.027], [0.013, 0.030, 0.002], [0.014, -0.033, 0.073], [-0.025, -0.041, 0.017], [-0.043, -0.009, -0.004], [-0.007, -0.002, -0.002], [-0.002, 0.004, 0.001], [-0.020, 0.018, -0.005], [0.014, 0.033, 0.038], [-0.022, 0.009, -0.140], [-0.009, 0.008, 0.020], [-0.018, -0.014, 0.004], [-0.035, 0.015, -0.026], [0.015, -0.104, 0.005], [0.028, -0.028, 0.018], [0.005, -0.003, 0.000], [0.000, -0.005, 0.006], [0.000, 0.016, 0.006], [-0.057, -0.004, 0.056], [-0.046, -0.037, 0.040], [0.013, -0.020, 0.018], [-0.010, -0.029, -0.024], [-0.070, -0.053, 0.021], [0.002, 0.034, 0.014], [0.022, 0.020, -0.011], [0.005, 0.009, 0.000], [0.003, 0.009, -0.004], [0.011, 0.014, -0.022], [-0.031, 0.022, -0.019], [-0.004, 0.086, -0.027], [-0.024, -0.001, -0.015], [-0.011, 0.010, -0.024], [0.053, 0.084, -0.057], [0.087, -0.034, 0.055], [-0.008, -0.033, 0.023], [0.000, -0.008, 0.009], [0.007, -0.011, 0.008], [0.011, -0.021, 0.015]],
  "lowdin_charge": [-0.12, -0.27, -0.55, 0.79, -0.63, 0.32, -0.51, -0.01, -0.16, 0.01, -0.53, 0.02, 0.12, 0.35, -0.65, 0.31, -0.29, 0.19, 0.31, 0.08, 0.05, 0.05, 0.10, 0.11, 0.09, 0.12, 0.11, 0.12, 0.13, 0.08, 0.08, 0.10, 0.00, -0.15, -0.11, -0.11, -0.14, 0.14, 0.10, 0.09, 0.09, 0.10, 0.01, -0.15, -0.11, -0.11, -0.14, 0.13, 0.09, 0.09, 0.09, 0.11, 0.01, -0.15, -0.11, -0.11, -0.15, 0.12, 0.10, 0.09, 0.09, 0.11, 0.00, -0.15, -0.11, -0.11, -0.14, 0.14, 0.10, 0.09, 0.09, 0.11]
}


{
  "formula": "C5H6Br2O",
  "method": "the ωB97M-V functional and the def2-TZVPD basis",
  "e_homo_ev": [-8.66, -8.66],
  "total_charge": 0,
  "energy_ev": -147408.3210,
  "gap_ev": [7.71, 7.71],
  "species": ["C", "C", "C", "C", "C", "O", "Br", "Br", "H", "H", "H", "H", "H", "H"],
  "coordinates": [[0.5525, 0.1894, 3.0891], [0.0985, 0.1461, 1.9710], [-1.4942, -0.6858, -1.0499], [1.0646, -0.1516, -0.8058], [-0.3445, 0.3579, -0.5885], [-0.6121, 1.6186, -0.6816], [1.4302, -1.8651, 0.0425], [2.3533, 1.2081, -0.2510], [1.1633, 0.3639, 3.8659], [-2.3927, -0.0615, -0.9684], [-1.5483, -1.0949, -2.0636], [-1.5526, -1.6760, -0.4153], [1.1474, -0.4039, -1.9287], [0.1347, 2.0548, -0.2157]],
  "atomic_forces_ev_per_a": [[-0.996, -0.102, -2.046], [-1.077, 0.124, -2.438], [-0.039, 0.159, 2.046], [0.381, -0.474, -0.755], [-0.793, -3.448, 0.337], [-0.001, -0.442, 0.381], [-0.102, 0.485, -0.466], [-0.192, -0.444, -0.449], [1.448, 0.289, 2.596], [-0.072, -0.560, 0.354], [1.075, 0.652, -0.249], [0.283, 2.492, -0.701], [0.101, 0.806, 1.637], [-0.015, 0.462, -0.247]],
  "nbo_charge": [-0.47, -0.31, -0.71, -0.47, 0.59, -0.63, 0.14, 0.09, 0.20, 0.24, 0.25, 0.28, 0.27, 0.52]
}


It is found that the ΔE to the lowest compared entry with this formula, charge and spin values, taken in the order of the records, are 55.6, 114.8, 0.0, 78.6 kcal/mol.